Record 1
Density functional theory data (wB97M-V/def2-TZVPD) for 5 unconnected molecules or ions with the total composition C22H34BClN5O3S at a distorted geometry.

Calculated values
HOMO: -9.12 eV
LUMO energy: -6.04 eV
Charge: +1

XYZ file:
```
67
Properties=species:S:1:pos:R:3:forces:R:3
Cl -0.487615 -3.232335 1.897641 -0.83 -0.49 -3.04
S -0.380367 -5.906550 -0.983415 -0.55 1.49 -1.34
O -0.308778 -2.317451 -0.686869 -3.80 -7.45 4.67
O -1.019055 -6.481614 1.895156 3.46 -0.77 -2.78
O 1.067458 -5.027568 -1.110084 -1.33 -1.14 1.24
N -2.297853 5.482577 -1.124998 -0.03 0.02 -0.01
N -1.147049 0.366090 -0.379176 -0.15 0.30 0.07
N 0.079856 -8.378996 0.557175 1.23 4.02 -0.96
N -2.753026 2.538133 3.405116 -0.05 -0.04 0.05
N 2.476517 2.547951 -3.418558 0.06 -0.03 0.02
C -0.356963 1.382162 0.091886 -0.04 -0.04 0.07
C 2.253604 -5.874894 -1.260378 2.47 -1.75 -1.34
C 3.565199 -3.839424 0.085738 0.90 0.84 0.13
C 1.792212 2.763736 -2.250711 -0.08 -0.06 0.04
C 4.606646 -4.067063 1.352628 -1.22 0.80 0.15
C -2.123616 7.078728 -2.662196 0.31 -0.23 -0.05
C -3.115434 2.912666 5.566000 -0.38 0.04 -0.13
C 3.295445 3.618179 -3.668568 0.05 0.13 -0.02
C -2.425430 2.182116 -0.285234 -0.35 -0.27 -0.04
C 3.124486 4.531492 -2.652284 0.25 -0.05 -0.36
C -1.753172 2.571215 5.390229 0.28 -0.14 -0.23
C -3.709905 2.881655 4.324398 0.00 0.03 0.06
C -1.513395 5.958873 -2.143070 0.10 0.04 -0.06
C 3.629995 -5.001490 -1.063126 0.00 0.27 -0.21
C -0.834891 -3.313779 0.050312 3.04 5.51 -3.26
C -1.557890 2.341495 4.046617 0.07 0.00 0.02
C -3.404833 6.280127 -0.994436 -0.07 0.10 0.01
C 2.173321 3.990370 -1.754668 -0.26 -0.32 0.11
C -1.124862 2.523358 0.156714 0.36 -0.13 0.14
C -2.411567 0.843377 -0.606980 0.04 -0.01 0.01
C -1.697331 -4.560332 -0.657587 0.56 1.84 1.51
C -3.320622 7.282421 -1.934923 -0.28 -0.13 0.28
B -0.455337 -6.955198 0.596829 -0.04 -2.48 4.74
H 0.822750 -8.423751 1.310454 -1.32 -0.64 -0.84
H -1.747588 7.683423 -3.477321 -0.05 -0.12 0.14
H -4.728897 3.075399 4.017015 0.17 -0.01 0.09
H -4.043841 8.074006 -2.082152 0.11 -0.15 0.04
H -0.672813 2.057257 3.493390 -0.14 0.08 0.09
H 2.513526 -3.651116 0.560520 1.82 -0.50 -1.23
H -0.996524 2.499347 6.160715 -0.12 0.02 -0.14
H -2.905319 2.443624 2.409372 0.13 -0.01 0.27
H 5.014805 -2.979841 1.625798 -0.62 -2.66 -0.48
H 3.897364 -2.827454 -0.436061 -0.89 -2.17 1.03
H -3.190859 0.191588 -0.978787 0.09 0.17 0.03
H 3.896387 -4.499200 -2.090247 -0.62 -1.05 2.02
H -0.844633 -0.586969 -0.533629 -0.05 0.52 0.09
H 5.464989 -4.828045 1.108023 -1.69 1.61 0.61
H 4.514742 -5.761410 -0.811618 -2.13 1.51 -0.58
H 2.237479 -6.327441 -2.363136 -0.02 0.98 2.35
H 2.321426 -6.789745 -0.535895 -0.64 1.87 -0.96
H 3.926853 3.638890 -4.546696 -0.11 0.05 0.16
H 3.917875 -4.411460 2.263060 1.94 0.47 -1.83
H -0.243452 -6.621234 2.542280 -2.01 0.21 -0.91
H -0.785344 3.496212 0.487790 0.07 -0.17 0.03
H -3.280272 2.841759 -0.360063 0.06 -0.15 -0.06
H -2.488532 -4.955895 0.125244 1.74 0.54 -1.68
H -2.167581 -4.132951 -1.638859 1.14 -1.07 1.78
H 2.391178 1.727002 -4.003701 0.03 0.37 0.23
H -0.589918 5.462260 -2.409399 -0.12 0.08 0.03
H -2.092406 4.669299 -0.559310 -0.07 0.41 -0.36
H 1.093539 2.028519 -1.874309 0.10 0.23 -0.11
H -3.609737 3.154456 6.498033 0.08 -0.03 -0.18
H 0.544819 -8.571327 -0.363577 -0.52 -0.19 1.19
H 0.681658 1.207006 0.338465 -0.17 0.08 -0.02
H -4.154899 6.067672 -0.244451 0.11 0.09 -0.12
H 1.806395 4.446101 -0.844086 0.05 -0.07 -0.14
H 3.631083 5.483989 -2.566043 -0.09 -0.17 -0.03
```
Forces are in eV/Å.

Mulliken atomic charge list, values in e, 6 entries:
1 Cl -0.079
2 S 0.215
3 O -0.671
4 O -0.438
5 O -0.137
6 N 0.071

=====

Record 2
Density functional theory data (wB97M-V/def2-TZVPD) for a molecular structure, C32H27BrCsGeIN4O3S2.

Calculated values
HOMO: -1.80 eV
LUMO energy: 3.32 eV
ΔE to the lowest compared entry with this formula, charge and spin: 1.31 kcal per mole
Charge: -2

XYZ file:
```
72
Properties=species:S:1:pos:R:3:forces:R:3
Cs 0.680481 -2.626926 -0.715130 0.36 0.15 0.30
I -1.104083 -8.533841 0.910204 0.00 0.05 0.00
Br -6.562641 -1.381977 -2.457274 0.01 -0.01 0.02
Ge 1.198031 1.872919 -0.541109 -0.02 -0.03 -0.04
S -0.809624 -3.555248 2.540568 -0.04 0.06 0.01
S 1.257296 -1.404681 2.404751 0.10 0.16 0.12
O 0.311863 -5.478909 -0.538117 -0.03 -0.40 -0.06
O 0.161807 -0.031217 -2.049527 -0.23 -0.01 -0.07
O -1.695895 -1.245358 -1.794859 -0.12 0.09 -0.05
N -4.474600 -3.691745 0.224788 0.01 0.03 0.01
N -3.522861 -1.723681 4.371395 -0.05 0.07 -0.09
N -0.482401 1.324683 4.273671 -0.04 0.01 0.09
N -1.930820 -5.212328 -0.424822 -0.06 0.01 0.13
C -3.995400 -2.791219 1.086196 -0.06 0.07 -0.09
C 3.322919 0.131294 0.399616 0.03 0.00 -0.02
C 2.636979 0.539963 -0.742665 0.00 0.04 0.01
C 4.657420 -1.404179 -0.884446 -0.02 0.01 -0.01
C 0.773087 2.490983 -3.424174 0.04 0.00 -0.06
C -0.745284 -5.660050 0.047800 -0.05 0.02 0.01
C -0.277592 -1.952363 2.910448 -0.11 -0.11 -0.01
C 1.547370 3.059152 2.131284 -0.03 0.03 -0.03
C -1.574128 0.934168 -0.780252 0.03 0.00 -0.06
C 4.003423 -0.986326 -2.039728 0.02 -0.01 0.03
C 2.021226 3.071014 0.818307 0.01 -0.01 0.02
C -5.218068 -3.255840 -0.792233 0.05 -0.03 0.04
C -0.536522 1.386504 0.241752 0.03 0.04 0.06
C 2.153570 3.822578 3.123657 0.02 0.02 0.00
C 3.251083 4.614905 2.820544 -0.02 -0.02 -0.02
C 2.998105 -0.031765 -1.964437 0.02 0.04 -0.02
C 0.955184 3.013125 -2.141040 -0.01 0.04 0.02
C -1.022580 -0.207271 -1.629020 0.00 -0.04 -0.01
C 0.543843 4.702763 -4.356025 -0.01 -0.01 0.03
C -1.140639 -1.084292 3.627702 -0.02 0.12 -0.05
C 0.697646 5.239931 -3.085988 0.00 -0.01 -0.01
C 0.902144 4.401996 -1.995657 0.01 -0.05 -0.04
C 3.141690 3.859385 0.538856 -0.04 -0.01 0.01
C -0.803703 -6.445280 1.340857 -0.04 0.00 -0.10
C 3.749159 4.629341 1.521749 -0.03 -0.01 0.00
C 4.312503 -0.844221 0.336158 -0.01 0.00 -0.03
C -4.232696 -1.426920 0.961627 -0.02 -0.06 -0.01
C -4.996946 -0.974599 -0.095558 0.00 0.05 -0.01
C -2.452761 -1.454585 4.019168 0.13 -0.15 0.16
C -5.496885 -1.917028 -0.976145 -0.02 0.01 -0.03
C -0.756710 0.237145 3.987983 0.04 -0.08 -0.19
C 0.578627 3.324347 -4.519172 0.01 0.01 0.03
H -3.810805 -0.749655 1.690099 0.01 0.02 0.02
H -1.898425 -4.492963 -1.131466 0.01 -0.07 -0.11
H -1.620415 -6.141152 1.986574 0.00 -0.02 0.01
H -0.355043 0.606851 0.989553 -0.01 0.00 0.00
H 4.267076 -1.417483 -2.999153 0.00 0.00 -0.01
H -2.493414 0.607393 -0.293515 -0.01 -0.01 -0.01
H -5.192204 0.079035 -0.244040 0.01 -0.01 0.00
H -5.595591 -3.997130 -1.487468 0.00 -0.01 0.01
H 3.724715 5.212358 3.591560 0.00 0.00 0.00
H 0.704173 2.439267 2.414746 0.03 -0.01 0.00
H -2.739639 -5.143170 0.179380 0.03 0.03 0.00
H 1.758912 3.778824 4.131569 0.01 -0.01 0.00
H 3.552767 3.870555 -0.466328 -0.01 0.00 -0.02
H 4.793691 -1.175133 1.248005 0.01 0.00 0.00
H 0.385507 5.351624 -5.209896 0.00 0.01 0.00
H -3.366804 -3.152235 1.890190 0.00 -0.05 0.06
H 0.749217 1.416235 -3.552022 -0.01 0.06 -0.01
H 0.440939 2.891449 -5.503534 0.00 0.00 0.00
H 4.614744 5.235968 1.278149 0.00 0.00 0.00
H 0.656879 6.313528 -2.939963 0.00 0.00 0.00
H 0.142152 -6.367387 1.859115 0.02 0.01 -0.02
H 3.062710 0.550805 1.363810 0.00 0.00 0.01
H -1.822666 1.758273 -1.459221 0.00 0.01 0.01
H 1.018141 4.841656 -1.012866 0.04 0.01 0.05
H -0.893368 2.265125 0.786934 0.03 -0.01 0.00
H 2.468937 0.250580 -2.864457 0.02 -0.01 0.02
H 5.425198 -2.167564 -0.937459 0.00 0.00 0.00
```
Forces are in eV/Å.

Mulliken atomic charge list, values in e, 6 entries:
1 Cs 1.187
2 I -0.066
3 Br -0.254
4 Ge 1.460
5 S -0.343
6 S -0.228